# 1
{"formula": "C14H15Cl2NO4", "method": "the ωB97M-V functional and the def2-TZVPD basis", "symbols": ["O", "C", "O", "C", "C", "C", "O", "N", "C", "C", "C", "C", "Cl", "C", "Cl", "C", "C", "C", "C", "C", "O", "H", "H", "H", "H", "H", "H", "H", "H", "H", "H", "H", "H", "H", "H", "H"], "coordinates": [[-2.515, -3.871, 0.388], [-1.848, -2.947, 0.759], [-0.569, -3.071, 1.132], [-2.312, -1.511, 0.846], [-1.933, -0.779, -0.454], [-0.435, -0.933, -0.738], [-0.027, -1.559, -1.691], [0.340, -0.302, 0.182], [1.724, -0.248, 0.270], [2.285, 0.529, 1.285], [3.655, 0.618, 1.423], [4.491, -0.064, 0.551], [6.201, 0.054, 0.731], [3.936, -0.840, -0.462], [4.955, -1.696, -1.554], [2.562, -0.934, -0.606], [-2.372, 0.694, -0.397], [-1.944, 1.498, -1.646], [-0.979, 2.551, -1.094], [-1.439, 2.661, 0.358], [-1.794, 1.343, 0.734], [-0.262, -3.983, 1.009], [-1.842, -1.025, 1.701], [-3.396, -1.496, 0.965], [-2.459, -1.254, -1.289], [-0.169, 0.256, 0.862], [1.642, 1.061, 1.970], [4.088, 1.217, 2.208], [2.140, -1.534, -1.395], [-3.467, 0.717, -0.284], [-2.810, 1.972, -2.104], [-1.470, 0.857, -2.386], [0.050, 2.191, -1.137], [-1.043, 3.500, -1.620], [-2.315, 3.319, 0.438], [-0.667, 3.008, 1.045]], "lowdin_charge": [0.1233, -0.5317, 0.1171, -0.0396, -0.1583, -0.4500, 0.0966, 0.1581, -0.2064, -0.0172, -0.1016, -0.7004, 0.6696, -0.6790, 0.6898, -0.0260, -0.2766, -0.1007, -0.1393, -0.1823, -0.1351, 0.1418, 0.1272, 0.1376, 0.1672, 0.1293, 0.1142, 0.1071, 0.1016, 0.1561, 0.1173, 0.1182, 0.1085, 0.1135, 0.1269, 0.1233], "smiles": "O=C(O)C[C@H](C(=O)Nc1ccc(Cl)c(Cl)c1)[C@@H]1CCCO1", "de_lowest_kcal_mol": 1.9, "homo_lumo_gap_ev": 9.120, "spin_multiplicity": 1, "charge": 0, "e_lumo_ev": 0.5}



# 2
{"formula": "C14H15Cl3N2O3", "method": "the ωB97M-V functional and the def2-TZVPD basis", "symbols": ["O", "C", "N", "C", "H", "C", "N", "C", "C", "H", "H", "H", "H", "C", "C", "C", "C", "C", "C", "C", "H", "O", "C", "O", "H", "H", "H", "H", "H", "H", "H", "H", "H", "C", "Cl", "Cl", "Cl"], "coordinates": [[-1.383, -1.574, 0.860], [-0.346, -1.072, 1.280], [0.954, -1.224, 0.692], [2.142, -0.731, 1.248], [2.018, -0.184, 2.341], [2.569, 0.276, 0.379], [2.199, -0.129, -0.992], [2.148, -1.283, -1.245], [0.990, -1.873, -0.367], [-0.082, -1.757, -0.942], [1.255, -3.103, -0.255], [3.145, -1.890, -0.956], [1.722, -1.384, -2.301], [1.577, 0.900, -1.835], [0.057, 1.023, -1.440], [-0.884, 0.020, -2.216], [-2.357, 0.031, -1.999], [-2.725, 0.615, -0.850], [-1.701, 1.515, -0.199], [-0.461, 1.468, -0.377], [0.187, 2.303, 0.296], [-2.468, 1.814, 0.999], [-3.752, 1.441, 0.759], [-3.923, 0.557, -0.367], [-4.304, 2.551, 0.731], [-4.094, 0.932, 1.579], [-3.012, -0.509, -2.579], [-0.270, -0.375, -3.193], [1.841, 1.840, -1.519], [1.594, 0.704, -2.893], [3.866, 0.428, 0.406], [2.229, 1.383, 0.655], [2.889, -1.650, 1.237], [-0.491, -0.421, 2.887], [0.175, 1.194, 2.921], [0.708, -1.562, 3.893], [-2.011, -0.275, 3.365]], "lowdin_charge": [0.0490, -0.3748, -0.1332, -0.2647, 0.0870, -0.1787, -0.2072, -0.3245, -0.2548, 0.1594, 0.1810, 0.1576, 0.1533, -0.0516, -0.1697, 0.0454, 0.0199, -0.2879, -0.1318, -0.1562, 0.1889, -0.0634, -0.2062, 0.1050, 0.1919, 0.0837, 0.0880, 0.1393, 0.0859, 0.1155, 0.1830, 0.1353, 0.1709, -1.4921, 0.6497, 0.5083, 0.7992], "homo_lumo_gap_ev": 7.560, "spin_multiplicity": 1, "charge": 0, "e_lumo_ev": 0.1}



# 3
{"formula": "C14H15F12N5O12S4Zn2", "method": "the ωB97M-V functional and the def2-TZVPD basis", "symbols": ["Zn", "Zn", "C", "F", "F", "F", "S", "O", "O", "O", "C", "F", "F", "F", "S", "O", "O", "O", "C", "F", "F", "F", "S", "O", "O", "O", "C", "F", "F", "F", "S", "O", "O", "O", "C", "C", "N", "H", "H", "H", "C", "C", "N", "H", "H", "H", "C", "C", "N", "H", "H", "H", "C", "C", "N", "H", "H", "H", "C", "C", "N", "H", "H", "H"], "coordinates": [[-0.977, -0.275, -3.244], [-2.342, 1.698, 0.844], [1.055, 3.377, 3.458], [1.884, 3.521, 2.469], [1.092, 2.115, 3.885], [1.345, 4.137, 4.484], [-0.776, 3.800, 2.968], [-1.234, 2.816, 1.998], [-1.586, 3.971, 4.212], [-0.828, 5.118, 2.289], [1.846, -0.369, 0.653], [2.675, -1.251, 0.069], [1.896, -0.558, 1.985], [2.389, 0.857, 0.512], [-0.025, -0.462, 0.029], [-0.098, -0.313, -1.460], [-0.512, -1.784, 0.402], [-0.781, 0.632, 0.657], [-2.736, 4.079, -2.979], [-2.699, 3.809, -4.327], [-2.234, 5.322, -2.894], [-3.978, 3.882, -2.456], [-1.587, 2.781, -2.163], [-0.336, 3.470, -2.096], [-2.094, 2.595, -0.790], [-1.454, 1.507, -2.920], [-5.396, -0.202, -2.066], [-6.327, 0.137, -1.112], [-5.863, -1.183, -2.812], [-5.195, 0.801, -2.869], [-3.675, -0.718, -1.211], [-3.416, 0.371, -0.269], [-3.984, -2.026, -0.568], [-2.641, -0.811, -2.295], [4.315, 0.767, 3.669], [5.564, 0.227, 4.185], [6.532, -0.199, 4.649], [3.507, 0.155, 4.069], [4.231, 0.977, 2.603], [4.269, 1.807, 3.994], [-2.699, -2.177, 2.812], [-2.799, -0.756, 2.638], [-2.817, 0.430, 2.477], [-1.676, -2.373, 3.132], [-2.862, -2.953, 2.064], [-3.254, -2.498, 3.694], [3.431, 0.954, -4.675], [2.095, 0.588, -4.329], [1.006, 0.309, -4.028], [4.029, 0.044, -4.724], [3.893, 1.685, -4.011], [3.480, 1.230, -5.728], [3.947, -3.790, -1.665], [4.437, -2.478, -2.142], [4.777, -1.443, -2.495], [4.779, -4.483, -1.785], [3.059, -4.044, -2.245], [3.750, -3.740, -0.594], [-1.266, -4.900, 0.547], [-0.774, -4.706, 1.921], [-0.372, -4.602, 3.021], [-1.952, -4.095, 0.283], [-1.687, -5.882, 0.331], [-0.356, -4.894, -0.055]], "mulliken_spin": [2.2026, 0.0072, 0.0000, 0.0000, 0.0000, 0.0000, 0.0003, -0.0014, 0.0000, 0.0001, 0.0028, -0.0018, -0.0001, -0.0001, -0.0146, -0.4287, 0.0064, -0.0018, 0.0001, -0.0011, 0.0002, -0.0004, -0.0196, 0.0020, 0.0031, -0.3929, 0.0027, 0.0002, 0.0000, -0.0003, 0.1265, -0.0071, -0.0077, -0.3656, 0.0001, 0.0000, 0.0000, 0.0000, 0.0000, 0.0000, 0.0009, 0.0001, 0.0016, -0.0001, 0.0002, 0.0000, 0.0040, 0.0133, -0.1343, -0.0003, 0.0001, -0.0009, 0.0002, 0.0001, -0.0004, -0.0003, 0.0014, 0.0003, -0.0015, 0.0004, 0.0000, 0.0011, 0.0002, 0.0027], "homo_lumo_gap_ev": [4.713, 8.686], "spin_multiplicity": 2, "charge": -1, "e_lumo_ev": [1.9, 1.9], "s2": 0.7510}



# 4
{"formula": "C14H15F6N7O4PRhS2", "method": "the ωB97M-V functional and the def2-TZVPD basis", "symbols": ["Rh", "C", "N", "C", "C", "N", "C", "P", "C", "N", "C", "C", "N", "C", "C", "N", "C", "C", "N", "C", "H", "H", "H", "H", "H", "H", "H", "H", "H", "H", "H", "H", "H", "H", "H", "F", "C", "F", "F", "S", "O", "O", "N", "S", "O", "O", "C", "F", "F", "F"], "coordinates": [[0.016, -1.173, -0.288], [4.877, 1.176, 0.070], [3.892, 0.087, -0.006], [4.203, -1.244, -0.014], [3.027, -1.928, -0.089], [2.016, -1.012, -0.129], [2.551, 0.219, -0.076], [1.716, 1.858, -0.092], [0.445, 1.402, 1.114], [0.005, 0.146, 1.169], [-0.779, -0.001, 2.284], [-0.795, 1.202, 2.918], [-0.020, 2.059, 2.185], [0.214, 3.472, 2.511], [0.619, 1.483, -1.494], [0.190, 0.241, -1.664], [-0.519, 0.182, -2.839], [-0.486, 1.426, -3.389], [0.234, 2.226, -2.540], [0.516, 3.654, -2.744], [5.865, 0.735, 0.149], [4.694, 1.788, 0.950], [4.834, 1.787, -0.828], [5.218, -1.597, 0.039], [2.848, -2.990, -0.112], [-1.252, -0.929, 2.555], [-1.283, 1.503, 3.830], [0.346, 3.570, 3.585], [-0.635, 4.071, 2.192], [1.116, 3.815, 2.011], [-0.966, -0.723, -3.214], [-0.892, 1.793, -4.316], [0.206, 3.924, -3.748], [1.581, 3.842, -2.641], [-0.042, 4.252, -2.028], [-1.501, -5.496, 2.204], [-2.086, -4.352, 1.933], [-3.360, -4.387, 2.250], [-1.481, -3.368, 2.615], [-1.902, -4.004, 0.110], [-0.654, -3.204, 0.051], [-1.887, -5.238, -0.577], [-3.114, -3.100, -0.303], [-3.148, -1.600, 0.080], [-1.990, -0.817, -0.499], [-3.414, -1.298, 1.450], [-4.530, -0.982, -0.979], [-4.194, -1.126, -2.251], [-5.623, -1.647, -0.707], [-4.678, 0.304, -0.694]], "lowdin_charge": [1.2951, 0.0093, -0.1025, 0.0010, -0.0420, -0.0829, -0.4119, 1.2221, -0.4195, -0.0653, -0.0381, 0.0193, -0.0838, 0.0286, -0.4249, -0.0813, -0.0446, 0.0115, -0.0825, 0.0270, 0.1060, 0.0979, 0.0997, 0.1460, 0.1338, 0.1095, 0.1532, 0.1105, 0.1108, 0.0803, 0.1358, 0.1485, 0.1070, 0.0982, 0.1054, 0.1963, -0.6754, 0.1922, 0.1253, 0.6710, -0.4178, -0.1834, -0.2658, 0.6929, -0.4358, -0.2316, -0.6955, 0.1700, 0.2080, 0.1726], "de_lowest_kcal_mol": 23.7, "homo_lumo_gap_ev": 7.575, "spin_multiplicity": 1, "charge": 2, "e_lumo_ev": -8.2}



| no. | total energy (eV) |
| --- | --- |
| 1 | -49487.7548 |
| 2 | -61439.2245 |
| 3 | -219568.7405 |
| 4 | -83638.4404 |